ORCA calculation (wB97M-V/def2-TZVPD) on a 15-piece molecular cluster, C42H74N17O2 overall.

Calculated values
Charge: +1
Spin multiplicity: 1
Gap between HOMO and LUMO (eV): 7.06
Molar mass (g/mol): 849.2
HOMO (eV): -11.188

Last column: Löwdin charge in e.
Atoms and positions in Å:
C (-0.380, 0.492, 0.989)  -0.140
O (-0.558, -0.724, 1.802)  -0.262
C (0.214, -1.864, 1.209)  -0.208
C (-0.708, -3.194, 0.952)  -0.169
C (-1.857, -3.035, -0.205)  -0.205
C (-1.385, -2.259, -1.566)  -0.216
C (-1.493, -3.206, -2.937)  -0.196
C (-1.446, -2.282, -4.301)  -0.215
C (-0.028, -2.351, -5.123)  -0.206
C (1.316, -2.125, -4.205)  -0.194
C (2.115, -0.708, -4.521)  -0.201
C (1.703, 0.523, -3.519)  -0.214
C (0.101, 0.896, -3.512)  -0.158
C (-0.027, 2.363, -2.743)  -0.200
N (-0.468, 3.486, -3.693)  0.024
C (-0.867, 4.682, -2.802)  -0.130
N (0.148, 5.764, -2.416)  0.092
N (-2.144, 4.824, -2.266)  0.044
O (-3.070, 3.877, -2.599)  0.020
H (0.689, 0.630, 0.533)  0.050
H (-1.211, 0.446, 0.140)  0.078
H (-0.599, 1.463, 1.628)  0.086
H (0.866, -1.529, 0.288)  0.112
H (0.997, -2.163, 2.059)  0.134
H (-0.064, -4.184, 0.784)  0.129
H (-1.293, -3.391, 1.974)  0.123
H (-2.149, -4.145, -0.537)  0.121
H (-2.821, -2.522, 0.219)  0.074
H (-0.329, -1.760, -1.522)  0.076
H (-2.166, -1.373, -1.735)  0.082
H (-0.723, -4.097, -2.930)  0.129
H (-2.581, -3.679, -2.888)  0.113
H (-1.781, -1.172, -4.041)  0.089
H (-2.293, -2.706, -5.028)  0.101
H (-0.048, -1.476, -5.931)  0.108
H (0.085, -3.353, -5.763)  0.082
H (2.078, -2.988, -4.520)  0.120
H (1.140, -2.285, -3.044)  0.107
H (3.266, -0.938, -4.310)  0.091
H (2.058, -0.431, -5.677)  0.124
H (2.030, 0.380, -2.399)  0.113
H (2.273, 1.497, -3.898)  0.112
H (-0.366, 1.047, -4.581)  0.131
H (-0.454, 0.103, -2.848)  0.086
H (-0.710, 2.309, -1.768)  0.128
H (1.046, 2.688, -2.341)  0.125
H (0.401, 3.799, -4.192)  0.124
H (0.865, 5.882, -3.185)  0.113
H (0.625, 5.395, -1.553)  0.115
H (-2.446, 5.611, -1.647)  0.202
H (-3.569, 3.654, -1.751)  0.133
C (-2.955, 3.628, 2.457)  -0.088
C (-3.356, 2.735, 1.294)  -0.182
N (-3.689, 1.994, 0.329)  0.106
H (-2.031, 4.161, 2.215)  0.047
H (-3.745, 4.357, 2.657)  0.081
H (-2.793, 3.023, 3.353)  0.073
C (3.536, 0.810, 3.223)  -0.086
C (3.270, 1.006, 1.739)  -0.189
N (3.049, 1.168, 0.508)  0.062
H (4.402, 0.158, 3.363)  0.025
H (3.735, 1.775, 3.696)  0.055
H (2.665, 0.353, 3.700)  0.051
C (-5.790, -1.365, 2.048)  -0.083
C (-5.297, -2.701, 1.518)  -0.207
N (-4.888, -3.810, 1.078)  0.113
H (-4.946, -0.683, 2.182)  0.056
H (-6.498, -0.922, 1.342)  0.072
H (-6.289, -1.507, 3.011)  0.062
C (-5.700, 0.007, 6.197)  -0.090
C (-5.745, 0.812, 4.909)  -0.194
N (-5.783, 1.481, 3.841)  0.082
H (-5.275, 0.614, 7.002)  0.078
H (-6.710, -0.303, 6.480)  0.080
H (-5.081, -0.884, 6.059)  0.023
C (7.115, 3.157, 4.880)  -0.102
C (5.690, 3.577, 5.205)  -0.204
N (4.509, 3.925, 5.475)  0.073
H (7.655, 2.927, 5.803)  0.070
H (7.105, 2.269, 4.242)  0.013
H (7.631, 3.966, 4.357)  0.075
C (-2.460, -4.369, -8.025)  -0.116
C (-1.239, -5.027, -7.402)  -0.206
N (-0.227, -5.572, -6.885)  0.088
H (-2.858, -5.002, -8.822)  0.073
H (-3.233, -4.224, -7.265)  0.050
H (-2.186, -3.397, -8.445)  0.069
C (-5.661, -5.117, 4.415)  -0.074
C (-5.567, -3.986, 5.427)  -0.167
N (-5.489, -3.049, 6.266)  0.093
H (-4.663, -5.373, 4.049)  0.079
H (-6.107, -5.999, 4.882)  0.079
H (-6.283, -4.810, 3.570)  0.063
C (9.033, -0.329, 2.170)  -0.098
C (7.609, 0.090, 2.495)  -0.161
N (6.427, 0.438, 2.764)  0.118
H (9.573, -0.559, 3.092)  0.041
H (9.024, -1.218, 1.532)  0.080
H (9.550, 0.480, 1.646)  0.078
C (-0.008, 0.718, 5.533)  -0.083
C (1.213, 0.060, 6.155)  -0.214
N (2.225, -0.485, 6.672)  0.091
H (-0.406, 0.085, 4.735)  0.066
H (-0.782, 0.863, 6.292)  0.073
H (0.266, 1.690, 5.113)  0.025
C (-4.953, -0.592, -1.798)  -0.084
C (-6.228, -1.418, -1.756)  -0.213
N (-7.286, -2.103, -1.721)  0.096
H (-4.177, -1.131, -2.349)  0.050
H (-5.143, 0.364, -2.295)  0.071
H (-4.599, -0.400, -0.781)  0.039
C (-0.953, 6.289, 4.957)  -0.061
C (-0.460, 4.952, 4.427)  -0.177
N (-0.051, 3.844, 3.987)  0.112
H (-0.109, 6.971, 5.091)  0.084
H (-1.660, 6.732, 4.251)  0.074
H (-1.452, 6.147, 5.920)  0.083
C (11.748, 2.523, 4.465)  -0.058
C (10.473, 1.697, 4.507)  -0.136
N (9.415, 1.011, 4.541)  0.117
H (12.523, 1.984, 3.914)  0.081
H (11.557, 3.478, 3.968)  0.079
H (12.101, 2.715, 5.481)  0.082
C (-6.324, -2.585, -7.129)  -0.070
C (-5.454, -2.832, -8.350)  -0.190
N (-4.732, -3.037, -9.364)  0.105
H (-7.359, -2.866, -7.345)  0.081
H (-5.962, -3.180, -6.286)  0.074
H (-6.293, -1.526, -6.857)  0.076
C (6.217, -0.528, -3.832)  -0.092
C (7.437, -1.186, -3.209)  -0.209
N (8.450, -1.732, -2.692)  0.082
H (5.818, -1.161, -4.629)  0.070
H (5.443, -0.383, -3.072)  0.066
H (6.491, 0.444, -4.252)  0.075


ORCA calculation (wB97M-V/def2-TZVPD) on C42H77Br2Cl8MgN6O10P as an isolated structure.

Calculated values
Spin multiplicity: 1
Gap between HOMO and LUMO (eV): 0.97
Molar mass (g/mol): 1324.8
HOMO (eV): -6.668

Last column: Löwdin charge in e.
Atoms and positions in Å:
C (-3.822, 7.504, 4.668)  -0.168
C (-4.463, 7.780, 3.182)  -0.280
C (-4.577, 6.457, 2.220)  -0.243
C (-3.172, 5.629, 2.014)  -0.218
C (-3.425, 4.230, 1.131)  -0.211
C (-2.128, 3.793, 0.225)  -0.230
C (-1.918, 2.137, 0.129)  -0.180
C (-0.708, 1.876, -0.996)  -0.196
C (0.580, 1.328, -0.147)  -0.194
N (1.918, 1.465, -0.830)  -0.188
N (2.067, 2.655, -1.518)  -0.031
C (2.306, 0.251, -1.640)  -0.106
N (1.793, 0.128, -3.058)  0.007
C (2.843, 0.452, -4.097)  -0.608
Br (3.239, -1.092, -5.355)  0.705
C (4.263, 1.016, -3.503)  -0.258
C (5.253, 1.253, -4.829)  -0.166
N (3.098, -0.726, -1.021)  0.050
C (3.520, -2.022, -1.744)  -0.124
O (3.481, -3.212, -0.881)  -0.141
C (4.203, -4.354, -1.463)  -0.099
C (4.819, -4.459, -2.978)  0.015
C (5.571, -5.866, -3.475)  -0.175
C (6.150, -5.936, -5.043)  -0.124
C (5.733, -7.169, -2.484)  -0.024
C (5.107, -7.091, -0.947)  0.020
C (4.365, -5.698, -0.482)  -0.046
C (3.695, -5.622, 1.048)  -0.335
C (4.294, -6.757, 2.074)  -0.220
C (2.087, -6.016, 0.818)  -0.104
C (3.548, -0.454, 0.429)  -0.079
C (4.775, 0.677, 0.498)  -0.316
C (4.497, 1.691, 1.799)  -0.147
C (6.245, -0.030, 0.815)  -0.100
H (-4.302, 6.536, 5.154)  0.090
H (-2.647, 7.453, 4.589)  0.075
H (-4.080, 8.394, 5.386)  0.075
H (-5.580, 8.162, 3.352)  0.109
H (-3.907, 8.700, 2.664)  0.114
H (-5.461, 5.802, 2.626)  0.118
H (-4.915, 6.846, 1.144)  0.116
H (-2.319, 6.294, 1.561)  0.113
H (-2.798, 5.310, 3.102)  0.112
H (-3.733, 3.367, 1.868)  0.118
H (-4.300, 4.503, 0.374)  0.115
H (-2.310, 4.262, -0.857)  0.119
H (-1.128, 4.305, 0.628)  0.087
H (-1.533, 1.818, 1.210)  0.118
H (-2.922, 1.583, -0.171)  0.127
H (-1.162, 1.120, -1.766)  -0.004
H (-0.559, 2.906, -1.530)  0.100
H (0.403, 0.158, 0.009)  0.117
H (0.647, 1.776, 0.945)  0.093
H (1.815, 3.455, -0.891)  -0.168
H (1.549, 2.678, -2.424)  0.099
H (1.315, -0.781, -3.244)  0.066
H (2.376, 1.297, -4.799)  0.133
H (4.178, 2.092, -3.001)  0.121
H (4.841, 0.261, -2.815)  0.096
H (5.918, 0.285, -5.024)  0.090
H (4.585, 1.500, -5.782)  0.026
H (5.922, 2.221, -4.663)  0.099
H (4.659, -1.833, -2.047)  0.165
H (2.857, -2.257, -2.684)  0.124
H (4.727, -3.566, -3.728)  0.053
H (5.881, -4.972, -5.664)  0.072
H (5.672, -6.856, -5.596)  0.082
H (7.330, -6.048, -4.916)  0.091
H (6.249, -8.189, -2.772)  0.095
H (5.199, -8.028, -0.245)  0.104
H (3.692, -4.538, 1.490)  0.116
H (5.465, -6.780, 2.151)  0.087
H (3.853, -7.827, 1.779)  -0.120
H (3.898, -6.573, 3.185)  0.093
H (1.394, -5.114, 1.094)  0.069
H (1.773, -6.967, 1.438)  0.084
H (1.919, -6.306, -0.327)  0.090
H (4.010, -1.423, 0.941)  0.145
H (2.628, -0.156, 1.128)  0.143
H (4.832, 1.249, -0.522)  0.116
H (3.442, 2.190, 1.701)  -0.087
H (4.517, 0.997, 2.768)  0.106
H (5.371, 2.486, 1.937)  0.104
H (6.605, 0.306, 1.889)  0.086
H (7.077, 0.305, 0.058)  0.086
H (6.203, -1.206, 0.785)  0.085
C (-1.794, -1.680, -3.103)  -1.909
Cl (-3.538, -2.037, -3.021)  0.577
Cl (-1.556, -0.010, -3.678)  0.585
Cl (-1.074, -1.858, -1.483)  0.316
Cl (-1.008, -2.813, -4.230)  0.554
Br (-2.565, -2.788, 0.060)  0.069
Mg (2.368, 4.139, 0.876)  0.592
N (-2.543, 4.602, 8.385)  0.013
C (-2.382, 5.859, 7.862)  -0.143
C (-2.944, 6.760, 8.739)  -0.121
C (-3.457, 6.021, 9.831)  -0.120
C (-3.193, 4.692, 9.588)  -0.141
H (-2.231, 3.744, 7.951)  0.108
H (-1.884, 6.004, 6.912)  0.100
H (-2.980, 7.834, 8.606)  0.088
H (-3.964, 6.416, 10.702)  0.088
H (-3.413, 3.804, 10.166)  0.103
C (-3.428, -0.387, 8.916)  -0.150
C (-4.790, 0.212, 8.775)  -0.126
O (-4.533, 1.467, 8.174)  0.068
C (-3.336, 1.359, 7.526)  -0.505
O (-2.888, 2.197, 6.761)  0.111
O (-2.706, 0.190, 7.845)  0.071
H (-3.442, -1.477, 8.832)  0.136
H (-2.945, -0.109, 9.859)  0.107
H (-5.436, -0.372, 8.111)  0.139
H (-5.291, 0.339, 9.738)  0.143
C (-1.405, -2.984, 11.533)  0.046
N (-2.169, -1.714, 11.665)  -0.425
O (-1.516, -0.676, 11.832)  0.063
O (-3.401, -1.794, 11.597)  0.040
H (-0.338, -2.765, 11.611)  0.100
H (-1.724, -3.645, 12.341)  0.105
H (-1.641, -3.410, 10.555)  0.102
Cl (5.025, 1.999, -8.421)  0.537
C (3.526, 1.041, -8.340)  -0.682
C (3.145, 0.454, -9.690)  -0.630
Cl (2.639, 1.707, -10.849)  0.501
H (2.734, 1.682, -7.941)  0.074
H (3.704, 0.235, -7.621)  -0.023
H (2.299, -0.229, -9.573)  0.072
H (3.975, -0.105, -10.134)  0.076
Cl (4.191, 3.939, -11.006)  -0.300
C (-5.473, -1.412, -8.906)  -0.113
O (-6.433, -1.193, -7.894)  -0.213
P (-6.841, -2.395, -6.903)  0.445
O (-7.397, -1.950, -5.589)  -0.245
O (-5.523, -3.313, -6.804)  -0.222
C (-4.480, -2.881, -5.957)  -0.162
O (-7.840, -3.304, -7.788)  -0.216
C (-9.224, -3.067, -7.633)  -0.116
H (-4.493, -1.100, -8.530)  0.086
H (-5.430, -2.460, -9.213)  0.091
H (-5.721, -0.798, -9.775)  0.094
H (-4.774, -2.027, -5.342)  0.041
H (-3.619, -2.602, -6.570)  0.086
H (-4.194, -3.710, -5.305)  0.076
H (-9.501, -2.135, -8.132)  0.093
H (-9.499, -3.021, -6.575)  0.085
H (-9.776, -3.894, -8.088)  0.091
Cl (3.743, -9.597, 2.695)  -0.262


ORCA calculation (wB97M-V/def2-TZVPD) on a 9-piece molecular cluster, C42H77F2N3O11 overall.

Calculated values
Spin multiplicity: 1
Gap between HOMO and LUMO (eV): 7.83
SMILES: [H]/N=C(/C)C[C@@](CC(=O)F)(NOCC)[C@](F)(CCCN)O[C@@H](C#C)CC=C.CC(C)=O.CC(C)=O.CC(C)=O.CC(C)=O.CC(C)=O.CC(C)=O.CC(C)=O.CC(C)=O
Molar mass (g/mol): 838.1
HOMO (eV): -7.659

Last column: Löwdin charge in e.
Atoms and positions in Å:
H (-1.606, 0.535, 0.306)  0.030
N (-1.689, 1.542, 0.461)  0.167
C (-0.607, 2.073, 0.078)  -0.395
C (-0.498, 3.586, 0.236)  -0.043
C (0.631, 1.412, -0.484)  -0.062
C (0.606, -0.096, -0.774)  -0.327
C (0.481, -0.974, 0.495)  0.010
C (1.177, -0.395, 1.704)  -0.424
O (0.796, 0.492, 2.388)  0.154
F (2.378, -0.956, 1.991)  0.100
N (-0.535, -0.438, -1.590)  0.019
O (-0.805, 0.525, -2.575)  -0.142
C (-1.949, 0.125, -3.310)  -0.243
C (-3.244, 0.420, -2.531)  -0.061
C (1.941, -0.420, -1.532)  -0.424
F (2.004, 0.253, -2.717)  0.081
C (2.067, -1.936, -1.892)  -0.066
C (3.173, -2.646, -1.060)  -0.157
C (3.043, -4.169, -1.376)  -0.272
N (4.333, -4.874, -1.447)  -0.013
O (2.998, -0.092, -0.655)  -0.046
C (3.792, 1.013, -1.047)  -0.306
C (4.464, 1.454, 0.210)  -0.070
C (4.996, 1.852, 1.215)  0.148
C (4.905, 0.631, -2.064)  -0.122
C (6.183, 1.436, -1.899)  -0.151
C (7.372, 0.855, -2.299)  -0.016
H (0.543, 3.892, 0.344)  0.078
H (-1.043, 3.863, 1.137)  0.077
H (-0.985, 4.082, -0.601)  0.072
H (1.471, 1.672, 0.166)  0.124
H (0.858, 1.920, -1.427)  0.134
H (-0.562, -1.096, 0.775)  0.122
H (0.870, -1.983, 0.351)  0.120
H (-0.500, -1.385, -1.959)  0.099
H (-1.892, -0.941, -3.562)  0.114
H (-1.905, 0.701, -4.232)  0.111
H (-4.035, 0.554, -3.273)  0.072
H (-3.451, -0.391, -1.838)  0.061
H (-3.124, 1.382, -2.035)  0.069
H (1.156, -2.498, -1.683)  0.103
H (2.390, -2.024, -2.929)  0.126
H (4.170, -2.299, -1.314)  0.094
H (2.952, -2.558, 0.002)  0.098
H (2.423, -4.672, -0.631)  0.111
H (2.520, -4.292, -2.331)  0.098
H (4.514, -5.302, -0.548)  0.057
H (5.090, -4.228, -1.626)  0.052
H (3.229, 1.887, -1.371)  0.149
H (5.578, 2.258, 2.002)  0.034
H (4.483, 0.898, -3.052)  0.121
H (5.106, -0.431, -2.074)  0.104
H (6.204, 2.458, -1.533)  0.105
H (8.145, 0.555, -1.598)  0.049
H (7.507, 0.682, -3.369)  0.046
C (1.411, 2.048, 5.021)  -0.026
C (2.480, 2.151, 6.081)  -0.501
C (2.223, 1.365, 7.339)  -0.023
O (3.476, 2.822, 5.929)  0.061
H (1.692, 2.650, 4.159)  0.081
H (1.299, 1.014, 4.703)  0.065
H (0.465, 2.421, 5.419)  0.073
H (2.140, 0.304, 7.101)  0.088
H (1.298, 1.711, 7.803)  0.064
H (3.044, 1.504, 8.040)  0.082
C (-3.771, -4.055, -2.115)  -0.008
C (-2.680, -3.949, -1.082)  -0.485
C (-2.880, -4.700, 0.207)  -0.013
O (-1.684, -3.287, -1.280)  0.047
H (-3.500, -3.467, -2.990)  0.080
H (-3.900, -5.096, -2.414)  0.091
H (-4.707, -3.672, -1.706)  0.077
H (-2.973, -5.768, 0.005)  0.093
H (-3.779, -4.340, 0.708)  0.069
H (-2.022, -4.539, 0.858)  0.077
C (-2.353, 1.765, 7.284)  -0.011
C (-1.944, 1.218, 8.630)  -0.495
C (-2.966, 1.273, 9.739)  -0.021
O (-0.839, 0.757, 8.807)  0.061
H (-1.523, 1.666, 6.586)  0.063
H (-3.208, 1.207, 6.895)  0.078
H (-2.611, 2.821, 7.377)  0.089
H (-3.848, 0.694, 9.460)  0.087
H (-3.250, 2.308, 9.933)  0.085
H (-2.538, 0.849, 10.645)  0.081
C (-0.352, 0.495, -8.470)  -0.021
C (-0.410, -0.376, -7.240)  -0.502
C (0.466, 0.020, -6.081)  -0.023
O (-1.129, -1.349, -7.188)  0.059
H (-1.028, 0.100, -9.225)  0.079
H (-0.657, 1.513, -8.221)  0.084
H (0.663, 0.502, -8.871)  0.081
H (0.193, 1.017, -5.731)  0.089
H (1.514, 0.004, -6.387)  0.058
H (0.328, -0.688, -5.265)  0.074
C (-2.787, -0.149, 3.456)  -0.021
C (-3.060, -1.058, 4.631)  -0.508
C (-2.023, -2.109, 4.944)  -0.017
O (-4.067, -0.949, 5.294)  0.051
H (-3.609, 0.555, 3.345)  0.084
H (-1.865, 0.412, 3.621)  0.077
H (-2.702, -0.737, 2.540)  0.076
H (-1.068, -1.634, 5.176)  0.084
H (-1.904, -2.782, 4.092)  0.079
H (-2.346, -2.689, 5.807)  0.081
C (5.498, -1.076, -8.676)  -0.022
C (4.539, -0.914, -7.523)  -0.494
C (4.912, -1.574, -6.218)  -0.015
O (3.514, -0.282, -7.638)  0.060
H (5.107, -0.554, -9.546)  0.082
H (6.469, -0.652, -8.416)  0.086
H (5.612, -2.133, -8.920)  0.086
H (5.858, -1.170, -5.852)  0.083
H (5.001, -2.652, -6.357)  0.089
H (4.137, -1.376, -5.479)  0.071
C (-2.282, 7.998, 0.905)  -0.023
C (-0.963, 7.337, 0.585)  -0.498
C (0.234, 7.761, 1.401)  -0.021
O (-0.869, 6.504, -0.285)  0.056
H (-3.052, 7.601, 0.247)  0.082
H (-2.562, 7.792, 1.939)  0.085
H (-2.207, 9.075, 0.750)  0.084
H (0.062, 7.545, 2.457)  0.086
H (0.417, 8.828, 1.268)  0.084
H (1.111, 7.209, 1.068)  0.081
C (-7.436, -2.833, 0.791)  -0.017
C (-7.120, -4.243, 1.227)  -0.500
C (-7.859, -4.771, 2.430)  -0.021
O (-6.308, -4.920, 0.637)  0.053
H (-6.837, -2.581, -0.082)  0.074
H (-8.492, -2.752, 0.528)  0.087
H (-7.201, -2.132, 1.594)  0.088
H (-8.933, -4.773, 2.238)  0.086
H (-7.642, -4.153, 3.303)  0.087
H (-7.536, -5.791, 2.633)  0.082